[1]
ORCA calculation (ωB97M-V with the def2-TZVPD basis set) on a gas-phase ion, C8H13F3NO2S (charge +1) at a distorted geometry.

Geometry as ORCA input:
```
! wB97M-V def2-TZVPD RIJCOSX def2/J DEFGRID3
* xyz 1 1
C 0.889 2.732 -1.441
S -0.823 2.152 -1.931
O -0.624 1.144 -3.117
O -1.681 3.347 -2.426
C -1.750 1.212 -0.586
C -0.937 -0.209 -0.503
C -0.646 -0.576 1.084
C 0.908 -0.933 1.489
C 1.305 -2.518 1.372
C 1.380 -3.109 -0.155
F 2.420 -2.454 -1.002
F 1.830 -4.546 -0.018
F 0.041 -3.201 -0.838
C -1.149 0.888 1.692
N -1.743 1.794 0.816
H 1.537 2.797 -2.439
H 0.854 3.842 -1.028
H 1.460 2.001 -0.721
H -2.829 0.901 -0.962
H -1.632 -0.951 -1.100
H 0.136 -0.305 -0.964
H -1.375 -1.368 1.544
H 1.025 -0.633 2.635
H 1.593 -0.201 0.876
H 2.401 -2.624 1.826
H 0.620 -3.210 2.051
H -1.074 1.292 2.795
H -2.133 2.735 1.053
*
```

Summary:
Kohn-Sham gap: 7.96 eV
Structure (SMILES): CS(=O)(=O)[C@H]1C[C@@H](CCC(F)(F)F)C=[NH+]1

Atomic partial charges in e from the Löwdin method, atoms 1 to 4: C -0.1539; S 0.7728; O -0.3714; O -0.3792


[2]
ORCA calculation (ωB97M-V with the def2-TZVPD basis set) on a molecular structure, C8H13F6N3O9S2Te4V at a distorted geometry.

Geometry as ORCA input:
```
! wB97M-V def2-TZVPD RIJCOSX def2/J DEFGRID3
* xyz -2 4
V 1.026 0.372 0.158
Te 3.321 -1.448 -0.275
Te 5.509 -2.741 -1.073
Te 4.423 0.168 -4.117
Te 2.688 0.444 -2.197
F -1.144 1.052 3.670
C -0.645 1.911 2.756
F 0.662 1.946 2.927
F -1.116 3.136 3.052
S -1.423 1.447 1.094
O -0.991 0.073 0.754
O -2.759 1.557 1.604
N -1.036 2.549 0.058
S 0.118 2.251 -1.109
O 1.910 1.600 0.720
O -0.413 2.543 -2.435
C 1.082 3.847 -0.737
F 2.373 3.729 -1.030
F 0.955 4.272 0.514
F 0.570 4.800 -1.532
C -3.091 -1.434 -3.130
C -1.838 -0.707 -2.665
C -0.952 -0.309 -3.849
O -2.223 0.442 -1.899
C -1.045 -1.542 -1.614
O -1.617 -2.520 -1.110
O 0.131 -1.142 -1.352
H -3.677 -0.773 -3.777
H -3.686 -1.731 -2.269
H -2.827 -2.331 -3.693
H -1.139 0.728 -4.133
H -1.156 -0.945 -4.714
H 0.102 -0.387 -3.594
H -2.464 1.151 -2.506
C 1.560 -0.784 4.971
O 0.865 -1.832 4.292
C 0.851 -1.698 2.946
O 1.370 -0.761 2.373
N 0.204 -2.724 2.365
N 0.267 -2.813 0.990
H 1.554 -1.064 6.022
H 1.054 0.169 4.827
H 2.581 -0.700 4.603
H -0.150 -3.461 2.955
H -0.619 -2.756 0.491
H 0.837 -3.581 0.669
*
```

Summary:
Kohn-Sham gap (alpha / beta): 5.14 / 4.67 eV
Energy above the lowest of the compared OMol25 structures with the same formula, charge and spin: 359.9 kJ/mol

Atomic partial charges in e from the Löwdin method, atoms 1 to 4: V 0.2708; Te 0.0952; Te -0.3144; Te -0.1124


[3]
ORCA calculation (ωB97M-V with the def2-TZVPD basis set) on a gas-phase ion, C8H13IN (charge +1) at a distorted geometry.

Geometry as ORCA input:
```
! wB97M-V def2-TZVPD RIJCOSX def2/J DEFGRID3
* xyz 1 1
C -0.019 -0.709 -2.320
C 0.178 0.355 -1.220
N -0.179 0.130 0.273
C 0.340 -1.217 0.900
C 1.853 -1.396 0.731
C 0.316 1.330 0.975
C -0.705 2.075 1.402
C -1.927 1.462 0.937
I -3.799 2.111 1.505
C -1.612 0.285 0.294
H 0.417 -1.674 -2.118
H -1.088 -0.865 -2.463
H 0.262 -0.331 -3.263
H -0.176 1.317 -1.673
H 1.179 0.593 -1.304
H -0.057 -1.019 1.858
H -0.049 -2.035 0.454
H 2.261 -0.994 -0.255
H 2.219 -1.003 1.573
H 2.040 -2.517 0.797
H 1.289 1.414 1.043
H -0.420 2.978 1.976
H -2.323 -0.290 -0.102
*
```

Summary:
Kohn-Sham gap: 8.95 eV
Structure (SMILES): CC[N+]1(CC)C=CC(I)=C1
Energy above the lowest of the compared OMol25 structures with the same formula, charge and spin: 161.2 kJ/mol

Atomic partial charges in e from the Löwdin method, atoms 1 to 4: C -0.0353; C -0.1452; N -0.1690; C -0.0660